Entry from the Open Molecules 2025 dataset: a cluster of 8 separate species, C57H114F12N4O9S in total at a distorted geometry (wB97M-V/def2-TZVPD).

Structure (ORCA input):
```
! wB97M-V def2-TZVPD RIJCOSX def2/J DEFGRID3
* xyz 0 1
C 8.589 29.001 11.470
C 7.047 29.081 11.429
C 6.445 30.409 10.894
C 7.100 30.863 9.627
N 6.559 32.190 9.047
C 7.551 32.683 7.955
C 7.422 34.208 7.915
C 6.772 34.637 9.201
C 6.725 33.360 10.029
C 5.089 32.009 8.704
C 4.800 30.860 7.753
C 3.312 30.610 7.544
H 8.888 28.100 12.002
H 8.939 29.915 11.954
H 9.004 28.920 10.465
H 6.609 28.899 12.409
H 6.680 28.333 10.721
H 6.468 31.143 11.706
H 5.362 30.314 10.773
H 7.098 30.142 8.813
H 8.123 31.009 9.979
H 7.176 32.266 7.024
H 8.552 32.402 8.266
H 6.805 34.487 7.062
H 8.404 34.639 7.720
H 5.728 34.876 8.991
H 7.245 35.463 9.724
H 5.965 33.448 10.802
H 7.696 33.228 10.509
H 4.763 32.997 8.376
H 4.583 31.880 9.661
H 5.173 29.898 8.108
H 5.291 31.060 6.798
H 2.930 29.688 7.986
H 3.132 30.341 6.500
H 2.703 31.427 7.928
C 12.038 24.311 3.906
C 10.807 23.424 4.101
C 9.966 23.791 5.319
C 9.208 25.109 5.112
N 8.157 25.310 6.211
C 6.973 24.346 6.104
C 5.713 25.110 6.403
C 6.087 26.546 6.661
C 7.435 26.672 6.026
C 8.639 25.247 7.677
C 9.817 26.194 7.962
C 10.186 26.122 9.434
H 11.734 25.357 3.842
H 12.772 24.079 3.135
H 12.663 24.243 4.804
H 11.201 22.424 4.289
H 10.262 23.469 3.157
H 10.558 23.793 6.235
H 9.234 22.989 5.443
H 8.627 25.101 4.193
H 9.869 25.963 5.241
H 7.018 23.465 6.742
H 6.843 23.979 5.084
H 5.179 24.624 7.219
H 4.982 25.251 5.604
H 6.172 26.648 7.751
H 5.329 27.295 6.435
H 7.940 27.599 6.288
H 7.224 26.674 4.953
H 8.945 24.221 7.892
H 7.769 25.317 8.337
H 9.591 27.216 7.644
H 10.698 25.980 7.353
H 11.075 26.674 9.742
H 10.436 25.066 9.578
H 9.419 26.389 10.159
C 10.961 24.863 14.075
C 11.264 24.690 12.555
C 11.141 23.241 12.048
C 9.664 22.876 11.960
N 9.325 21.446 11.508
C 7.813 21.284 11.488
C 7.479 21.196 12.928
C 8.727 20.667 13.697
C 9.753 20.416 12.586
C 10.052 21.095 10.215
C 9.587 21.864 8.994
C 10.394 21.386 7.794
H 11.532 24.143 14.667
H 9.903 24.695 14.268
H 11.373 25.808 14.425
H 12.322 24.892 12.375
H 10.667 25.445 12.045
H 11.707 22.576 12.701
H 11.591 23.265 11.053
H 9.210 23.529 11.214
H 9.117 22.985 12.890
H 7.626 20.351 10.954
H 7.312 22.113 10.980
H 6.591 20.610 13.171
H 7.139 22.085 13.460
H 8.549 19.742 14.241
H 9.174 21.405 14.361
H 9.699 19.443 12.099
H 10.799 20.589 12.829
H 9.855 20.034 10.056
H 11.109 21.206 10.451
H 9.803 22.910 9.218
H 8.536 21.668 8.786
H 11.453 21.632 7.904
H 10.110 21.896 6.871
H 10.294 20.317 7.602
C 0.679 28.691 19.457
C 0.145 29.165 18.099
C 1.189 29.403 17.025
C 1.481 28.143 16.207
N 2.500 28.312 15.124
C 2.036 29.231 14.032
C 2.800 28.851 12.762
C 3.207 27.378 12.952
C 2.600 26.997 14.311
C 3.894 28.685 15.625
C 4.509 27.589 16.478
C 5.265 28.083 17.710
H -0.143 28.614 20.168
H 1.481 29.319 19.842
H 1.054 27.668 19.369
H -0.415 30.084 18.278
H -0.568 28.435 17.711
H 2.136 29.837 17.345
H 0.732 30.035 16.257
H 0.552 27.770 15.777
H 1.867 27.348 16.846
H 2.047 30.271 14.362
H 0.971 29.043 13.878
H 3.679 29.479 12.612
H 2.161 29.026 11.896
H 4.286 27.292 12.869
H 2.669 26.764 12.231
H 3.210 26.209 14.750
H 1.590 26.636 14.127
H 3.797 29.635 16.149
H 4.487 28.834 14.724
H 5.210 26.967 15.915
H 3.827 26.805 16.816
H 4.566 28.609 18.365
H 6.020 28.825 17.440
H 5.728 27.227 18.193
C 4.660 23.571 16.366
O 3.769 23.911 15.279
O 4.060 24.036 17.464
C 5.073 22.012 16.418
F 5.648 21.614 15.224
F 5.960 21.820 17.408
F 4.107 21.103 16.596
C 3.942 23.289 14.018
C 2.964 24.092 13.136
H 2.930 23.658 12.132
H 1.954 23.919 13.507
H 3.156 25.162 13.072
H 3.561 22.265 14.018
H 4.928 23.318 13.546
H 5.636 24.068 16.214
C 1.571 28.089 5.489
O 1.289 26.687 5.385
O 2.308 28.446 4.429
C 0.218 28.890 5.697
F -0.458 29.198 4.582
F -0.608 28.162 6.460
F 0.473 30.023 6.393
C 2.244 25.760 5.764
C 1.562 24.396 5.910
H 0.992 24.469 6.835
H 1.057 24.058 5.008
H 2.321 23.625 6.091
H 2.679 25.871 6.767
H 2.977 25.759 4.949
H 2.044 28.147 6.493
C 5.793 24.845 10.800
O 5.248 26.078 10.305
O 6.377 24.143 9.796
C 6.725 25.168 11.954
F 6.131 25.919 12.913
F 7.148 24.102 12.640
F 7.856 25.844 11.585
C 3.932 25.992 9.724
C 3.654 27.422 9.230
H 4.496 27.836 8.678
H 2.655 27.403 8.794
H 3.550 28.148 10.046
H 3.217 25.609 10.450
H 3.980 25.407 8.805
H 4.997 24.231 11.243
C 0.159 26.148 10.870
F 0.434 25.950 12.176
F 0.840 27.263 10.607
F 0.649 25.147 10.137
S -1.701 26.329 10.496
O -2.428 25.768 11.666
O -2.005 27.756 10.632
O -1.979 25.760 9.207
*
```

Properties
* HOMO level: -5.6106 eV
* E: -128780.7549 eV